DFT (wB97M-V/def2-TZVPD) results for an isolated molecule of C5H12O.

Each line ends with the Mulliken charge.
CARTESIAN COORDINATES (ANGSTROEM)
1 C 2.68 -0.04 0.22  -1.254
2 C 1.35 0.63 -0.04  -0.172
3 O 0.38 -0.37 -0.26  -0.371
4 C -0.95 0.11 -0.21  0.522
5 C -1.75 -0.63 -1.27  -1.411
6 C -1.51 -0.06 1.20  -1.201
7 H 2.92 -0.74 -0.58  0.298
8 H 2.65 -0.59 1.17  0.296
9 H 3.48 0.71 0.27  0.379
10 H 1.07 1.26 0.81  0.311
11 H 1.40 1.28 -0.93  0.281
12 H -0.96 1.19 -0.46  0.307
13 H -2.78 -0.26 -1.33  0.392
14 H -1.78 -1.70 -1.04  0.326
15 H -1.27 -0.51 -2.24  0.331
16 H -0.79 0.31 1.94  0.310
17 H -1.70 -1.11 1.42  0.299
18 H -2.44 0.50 1.33  0.357

Results
structure (SMILES): CCOC(C)C
M: 88.1 g/mol
calculated total energy: -272.93254 Ha
max |F|: 0.28 eV Å⁻¹
Kohn-Sham gap: 10.78 eV

DFT (wB97M-V/def2-TZVPD) results for an isolated molecule of C5H12O.

Each line ends with the Mulliken charge.
CARTESIAN COORDINATES (ANGSTROEM)
1 C 2.87 -0.31 -0.15  -1.189
2 C 1.49 -0.90 0.10  -0.263
3 C 0.45 0.18 0.32  -0.485
4 O -0.80 -0.42 0.58  -0.345
5 C -1.89 0.49 0.56  -0.353
6 C -2.75 0.29 -0.68  -1.015
7 H 3.62 -1.09 -0.32  0.344
8 H 3.21 0.29 0.70  0.317
9 H 2.87 0.34 -1.04  0.318
10 H 1.51 -1.55 0.98  0.268
11 H 1.17 -1.52 -0.75  0.266
12 H 0.75 0.82 1.17  0.280
13 H 0.40 0.83 -0.57  0.322
14 H -1.52 1.52 0.61  0.340
15 H -2.49 0.31 1.47  0.306
16 H -3.58 1.00 -0.70  0.354
17 H -3.16 -0.72 -0.70  0.268
18 H -2.14 0.43 -1.59  0.269

Results
structure (SMILES): CCCOCC
M: 88.1 g/mol
calculated total energy: -272.92625 Ha
max |F|: 0.30 eV Å⁻¹
Kohn-Sham gap: 10.81 eV

DFT (wB97M-V/def2-TZVPD) results for a 2-piece molecular cluster, C5H12O overall.

Each line ends with the Mulliken charge.
CARTESIAN COORDINATES (ANGSTROEM)
1 C -0.95 0.10 0.34  0.934
2 C -0.48 -2.14 -0.10  -0.639
3 C 2.46 0.17 -0.28  -0.995
4 C -0.95 1.12 1.44  -1.239
5 C -1.32 0.47 -1.06  -1.396
6 O -0.59 -1.09 0.66  -0.275
7 H -0.70 -2.12 -1.15  0.315
8 H -0.19 -3.04 0.39  0.240
9 H 2.08 -0.72 -0.76  0.227
10 H -0.16 1.86 1.29  0.258
11 H -1.65 1.51 -1.10  0.341
12 H 3.53 0.22 -0.41  0.325
13 H 2.00 1.04 -0.73  0.221
14 H 2.22 0.14 0.77  0.221
15 H -0.79 0.63 2.39  0.332
16 H -1.91 1.65 1.47  0.375
17 H -0.47 0.35 -1.75  0.318
18 H -2.13 -0.15 -1.42  0.435

Results
M: 88.1 g/mol
calculated total energy: -272.82071 Ha
max |F|: 1.38 eV Å⁻¹
Kohn-Sham gap (alpha / beta): 7.56 / 7.84 eV